# 1
ORCA calculation (ωB97M-V/def2-TZVPD) on a cluster of 2 separate species, C2H6BrN in total.

Each line ends with the Mulliken charge.
Element x y z (Å)
C 0.0555 -1.2253 1.0059  -0.703
C 0.3109 1.1271 -1.0934  -0.902
N 1.3558 -0.8195 0.5380  -0.220
Br 2.0863 -1.9859 -0.6417  -0.037
H 0.0915 -2.1813 1.5406  0.337
H -0.2909 -0.4504 1.6894  0.287
H -0.6830 -1.3539 0.2051  0.306
H 0.4753 1.7510 -0.2401  0.302
H 1.1129 1.0262 -1.7980  0.287
H -0.6392 0.6923 -1.2901  0.343

Forces on atoms 1 to 3 (eV/Å):
-0.359 -0.297 -0.047
0.658 0.005 0.191
-0.174 0.852 0.245

Output
**HOMO energy (spin up / spin down)**: -9.30 / -8.63 eV
**Electronic energy**: -2708.40320 a.u.
**Frontier orbital gap (spin up / spin down)**: 9.54 / 8.00 eV
**Total charge**: 0
**Molar mass**: 123.981 Da



# 2
ORCA calculation (ωB97M-V/def2-TZVPD) on a cluster of 2 separate species, C7H11N in total.

Each line ends with the Mulliken charge.
Element x y z (Å)
C 2.0484 0.7965 0.0937  -1.314
C 0.7192 0.9703 -0.5459  0.699
N -0.0767 1.9377 -0.3966  -0.647
C 0.5323 0.1188 -1.9637  -0.648
C 0.4635 -0.2268 -3.1189  0.141
H -0.9328 1.8989 -0.9489  0.280
H 2.7842 1.3917 -0.4511  0.382
H 2.0030 1.1417 1.1301  0.354
H 2.3412 -0.2536 0.0632  0.271
H 0.3594 -0.5702 -4.1228  0.455
C -2.1347 -0.4671 0.7171  -1.220
C -0.7320 -0.9784 0.8116  0.291
C -0.0708 -1.1378 1.9631  -0.845
H -0.2344 -1.2172 -0.1706  0.290
H -2.4487 -0.4315 -0.3305  0.296
H -2.2174 0.5457 1.1242  0.305
H -2.8274 -1.1258 1.2472  0.383
H 0.9348 -1.5436 1.9852  0.291
H -0.5111 -0.8494 2.9137  0.236

Forces on atoms 1 to 3 (eV/Å):
-0.160 -0.132 0.526
-0.730 -0.212 -4.591
0.071 -0.512 1.309

Output
**HOMO energy**: -9.51 eV
**Electronic energy**: -327.93452 a.u.
**Frontier orbital gap**: 10.42 eV
**Total charge**: 0
**Molar mass**: 109.172 Da
**Structure (SMILES)**: [H]/N=C(/C)C#C.C=CC



# 3
ORCA calculation (ωB97M-V/def2-TZVPD) on a cluster of 2 separate species, H2O in total.

Each line ends with the Mulliken charge.
Element x y z (Å)
O -0.2897 0.0715 -0.4111  -0.657
H 0.4517 0.5774 -0.3304  0.308
H -0.1620 -0.6489 0.7414  0.349

Cartesian forces, eV/Å:
-2.859 -5.684 4.952
3.442 2.340 0.388
-0.584 3.344 -5.340

Output
**HOMO energy**: -11.43 eV
**Electronic energy**: -76.35842 a.u.
**Frontier orbital gap**: 11.58 eV
**Total charge**: 0
**Molar mass**: 18.015 Da



# 4
ORCA calculation (ωB97M-V/def2-TZVPD) on a structure of composition C13H27AlO5PS.

Each line ends with the Mulliken charge.
Element x y z (Å)
C 1.0832 -0.3850 1.6937  -0.204
C 0.8466 0.9169 2.2236  -0.282
C 0.0635 2.3313 2.6533  -0.236
C 0.6022 3.6461 1.8358  -0.524
C 0.3968 3.5899 0.2105  -0.489
Al -1.0403 2.2793 -0.4429  -0.232
O -2.6305 3.1259 -1.0028  -0.501
C -3.6383 3.1422 0.0700  -0.348
C -4.5670 1.7740 0.1469  0.265
C -5.9748 2.2038 0.9409  -0.954
O -3.9359 0.6593 0.8730  -0.462
P -0.1469 1.2774 -2.3945  0.244
C -0.5831 -0.5878 -2.4322  -0.547
O 1.6202 1.4629 -2.3601  -0.563
H 1.1170 -1.4941 1.2533  0.303
H -1.1028 2.2244 2.6541  0.091
H 0.3729 2.4999 3.7935  0.330
H 0.1006 4.6244 2.2967  0.220
H 1.7714 3.7199 2.0327  0.239
H 0.0275 4.6779 -0.1137  0.246
H 1.3844 3.4017 -0.4035  0.269
H -1.3830 1.1024 0.5571  -0.177
H -3.1367 3.3017 1.1313  0.142
H -4.3953 4.0314 -0.1635  0.248
H -4.9209 1.4723 -0.9477  0.269
H -5.9476 3.3202 1.2955  0.284
H -6.8794 2.0342 0.2132  0.225
H -6.1577 1.5364 1.9044  0.249
H -4.2546 -0.1704 0.3990  0.292
H 0.2026 -1.1370 -1.7316  -0.064
H -0.5495 -1.0060 -3.5262  0.305
H -1.6496 -0.7097 -1.9285  0.147
H 1.9953 1.1995 -3.2596  0.276
C 3.0912 -3.6062 -1.6854  -0.441
C 4.5138 -3.7469 -1.1461  -0.681
C 4.4305 -3.7229 0.3792  -0.643
S 2.8157 -4.3599 0.8015  1.052
O 2.0475 -3.2974 1.4157  -0.615
O 2.9632 -5.6647 1.4149  -0.706
C 2.2444 -4.5744 -0.8728  -0.733
H 3.0389 -3.8271 -2.7555  0.354
H 2.7380 -2.5793 -1.5334  0.216
H 4.9366 -4.7032 -1.4774  0.310
H 5.1681 -2.9524 -1.5183  0.341
H 5.1995 -4.3523 0.8341  0.338
H 4.5050 -2.7037 0.7682  0.391
H 1.1751 -4.3645 -0.9326  0.411
H 2.4421 -5.6104 -1.1637  0.346

Forces on atoms 1 to 3 (eV/Å):
-2.377 8.818 3.497
-0.104 -8.561 -4.017
1.514 -0.325 1.221

Output
**HOMO energy**: -3.27 eV
**Electronic energy**: -1869.49175 a.u.
**Frontier orbital gap**: 5.54 eV
**Total charge**: -1
**Molar mass**: 353.377 Da



# 5
ORCA calculation (ωB97M-V/def2-TZVPD) on a structure of composition C13H38InN5O6P3.

Each line ends with the Mulliken charge.
Element x y z (Å)
C -1.8028 -1.3167 3.0149  -0.885
P -0.9270 -2.4768 1.8839  0.018
O -2.0371 -2.6406 0.6134  -0.536
In 0.9093 -1.0080 0.8959  0.622
P -0.1871 0.9702 -0.3183  0.231
N 0.7389 2.1809 -0.8429  -0.668
P 2.2568 -2.6337 -0.5432  0.382
O 2.7305 -3.8277 0.2467  -0.703
H -2.6623 -1.8182 3.4657  0.373
H -2.1265 -0.3791 2.5578  0.247
H -1.0890 -1.0697 3.8058  0.161
H -2.1987 -1.7996 0.1733  0.306
H 1.9752 -0.3629 2.0993  -0.322
H -1.0455 0.4669 -1.3400  -0.058
H -1.1922 1.4116 0.5773  -0.041
H 0.4905 3.0395 -0.3656  0.142
H 1.5618 -3.0458 -1.7153  -0.035
H 3.3636 -1.9868 -1.1579  -0.127
C -0.7858 1.8198 4.5153  0.191
O -0.2645 1.6511 3.4358  -0.546
N -1.0898 3.0355 5.0287  0.190
C -1.7238 3.1928 6.3115  -0.958
C -0.7438 4.2066 4.2362  -0.912
H -1.0552 0.9871 5.1897  0.188
H -2.6865 3.7030 6.2186  0.330
H -1.0974 3.7671 7.0005  0.326
H -1.8992 2.2095 6.7472  0.304
H -1.2247 4.1747 3.2601  0.314
H 0.3357 4.2339 4.0713  0.263
H -1.0492 5.1008 4.7773  0.386
C -1.8791 4.2357 -0.2535  -0.115
O -2.2103 4.3025 0.9171  -0.643
N -1.0873 5.1360 -0.8663  0.154
C -0.6922 4.9831 -2.2490  -0.938
C -0.5802 6.2484 -0.0890  -0.961
H -2.2040 3.4203 -0.9167  0.421
H 0.3905 4.8804 -2.3342  0.371
H -1.0208 5.8383 -2.8475  0.375
H -1.1389 4.0751 -2.6472  0.286
H 0.0031 5.8906 0.7612  0.268
H -1.3988 6.8570 0.2996  0.279
H 0.0545 6.8608 -0.7262  0.408
C -1.6443 -7.4008 0.3811  0.058
O -2.0260 -8.5521 0.2198  -0.638
N -0.5738 -6.8633 -0.2189  0.152
C -0.1573 -5.4867 0.0073  -0.404
C 0.1970 -7.6903 -1.1251  -0.973
H -2.1615 -6.6929 1.0485  0.297
H -0.1923 -4.9247 -0.9288  0.287
H 0.8580 -5.4397 0.4022  0.387
H -0.8299 -5.0101 0.7170  -0.178
H -0.4213 -8.0406 -1.9538  0.296
H 0.5893 -8.5695 -0.6114  0.293
H 1.0253 -7.0999 -1.5106  0.356
C 2.2728 -0.3539 -3.4933  0.247
O 1.1331 -0.2910 -3.0894  -0.586
N 2.6165 -0.2440 -4.8003  0.123
C 3.9875 -0.3297 -5.2393  -0.930
C 1.5583 -0.0326 -5.7678  -0.961
H 3.1397 -0.4952 -2.8314  0.177
H 4.3054 0.5905 -5.7373  0.333
H 4.1322 -1.1637 -5.9313  0.338
H 4.6286 -0.4897 -4.3737  0.296
H 1.0123 0.8858 -5.5476  0.288
H 0.8421 -0.8554 -5.7454  0.276
H 1.9973 0.0360 -6.7618  0.378

Forces on atoms 1 to 3 (eV/Å):
-0.041 0.112 0.032
0.079 -0.266 -0.074
-0.096 0.133 0.042

Output
**HOMO energy**: -3.93 eV
**Electronic energy**: -2457.55707 a.u.
**Frontier orbital gap**: 6.39 eV
**Total charge**: -1
**Molar mass**: 568.216 Da



# 6
ORCA calculation (ωB97M-V/def2-TZVPD) on an isolated molecule of C2H5N3O2S.

Each line ends with the Mulliken charge.
Element x y z (Å)
C -0.6131 -0.6961 -0.0735  0.432
C 0.4288 1.3896 0.0956  -0.530
N 0.5462 -1.2360 0.0687  -0.504
N -0.8309 0.6354 -0.1843  -0.352
N -1.6844 -1.4875 -0.0736  -0.487
O 2.3878 -0.0477 1.2321  -0.537
O 2.4792 0.1992 -1.2494  -0.567
S 1.7556 0.1219 0.0006  1.055
H 0.5887 2.1534 -0.5915  0.426
H 0.2708 1.7758 1.0147  0.319
H -1.3540 0.8438 -1.0189  0.216
H -1.3978 -2.4166 0.3705  0.277
H -2.5770 -1.2352 0.4089  0.254

Forces on atoms 1 to 3 (eV/Å):
-6.232 3.023 -0.157
-1.755 -2.494 -2.231
9.313 -1.612 -0.195

Output
**HOMO energy (spin up / spin down)**: -4.56 / -10.15 eV
**Electronic energy**: -791.91510 a.u.
**2S+1**: 3
**Frontier orbital gap (spin up / spin down)**: 5.24 / 7.28 eV
**Total charge**: 0
**Molar mass**: 135.148 Da
**⟨S²⟩**: 2.008